[1]
Density functional theory data (wB97M-V/def2-TZVPD) for a cluster of 2 separate species, C32H39BNO2 in total.

charge	+1

Last column: Löwdin charge in e.
Cartesian coordinates (Å):
C1 3.119 -1.082 -6.688  -0.0436
O1 1.810 -0.873 -6.110  -0.0902
C2 1.605 -0.627 -4.793  -0.2905
C3 0.282 -0.286 -4.429  0.0286
C4 -0.040 0.053 -3.075  -0.0229
C5 0.927 -0.114 -2.041  -0.1871
C6 0.455 0.265 -0.628  -0.1178
C7 1.598 0.598 0.284  -0.2408
C8 1.792 1.895 0.800  -0.0063
C9 2.963 2.240 1.527  0.0153
C10 3.914 1.251 1.838  -0.2308
O2 4.941 1.497 2.730  0.0181
C11 5.710 2.646 2.651  -0.2589
C12 6.215 3.189 3.836  -0.0068
C13 7.145 4.248 3.798  -0.0675
C14 7.607 4.701 2.551  -0.0998
C15 7.107 4.162 1.376  -0.0900
C16 6.136 3.160 1.407  -0.0145
C17 3.723 -0.071 1.320  0.0231
C18 2.617 -0.315 0.533  -0.0781
C19 2.227 -0.415 -2.447  -0.0251
C20 2.577 -0.625 -3.804  0.0008
H1 2.929 -1.305 -7.716  0.0817
H2 3.738 -0.171 -6.600  0.1018
H3 3.638 -1.923 -6.193  0.0965
H4 -0.472 -0.275 -5.173  0.1019
H5 -0.991 0.509 -2.938  0.0715
H6 -0.238 1.210 -0.697  0.1444
H7 1.080 2.680 0.569  0.1086
H8 3.071 3.215 1.919  0.1078
H9 5.885 2.782 4.799  0.1207
H10 7.499 4.690 4.715  0.1000
H11 8.373 5.502 2.513  0.1123
H12 7.462 4.510 0.398  0.1106
H13 5.731 2.721 0.489  0.1199
H14 4.429 -0.828 1.586  0.1141
H15 2.588 -1.325 -0.016  0.1454
H16 3.061 -0.395 -1.750  0.0977
H17 3.632 -0.805 -4.048  0.1154
C21 -2.423 1.171 1.231  -0.0363
C22 -3.511 0.171 1.431  -0.3436
C23 -3.686 -0.184 2.899  -0.0182
N1 -3.278 -1.083 0.595  -0.0713
C24 -4.204 -2.089 1.202  -0.2505
C25 -5.564 -1.761 1.248  -0.0527
C26 -6.547 -2.667 1.742  -0.0199
C27 -6.147 -3.927 2.247  -0.0493
C28 -4.773 -4.240 2.233  -0.0173
C29 -3.787 -3.319 1.712  0.0238
C30 -3.917 -0.889 -0.785  -0.3448
C31 -4.104 -2.231 -1.472  -0.0115
C32 -3.153 0.091 -1.608  -0.0295
B1 -1.860 -1.439 0.529  -0.0602
H18 -0.217 -0.479 -0.234  0.0393
H19 -2.661 2.023 1.909  0.1224
H20 -1.459 0.745 1.547  0.0907
H21 -2.360 1.542 0.222  0.0603
H22 -4.469 0.527 1.066  0.1416
H23 -3.633 0.792 3.473  0.1198
H24 -4.624 -0.644 3.186  0.0833
H25 -2.842 -0.809 3.257  0.1115
H26 -5.975 -0.822 0.937  0.1149
H27 -7.614 -2.417 1.746  0.1191
H28 -6.879 -4.627 2.629  0.1103
H29 -4.441 -5.202 2.618  0.1107
H30 -2.731 -3.528 1.696  0.1108
H31 -4.912 -0.485 -0.577  0.1325
H32 -4.428 -2.014 -2.508  0.1081
H33 -3.166 -2.793 -1.517  0.0951
H34 -4.883 -2.863 -1.032  0.0942
H35 -3.448 -0.059 -2.658  0.1129
H36 -3.382 1.134 -1.328  0.1053
H37 -2.080 -0.121 -1.506  0.0517
H38 -1.222 -1.477 1.507  0.0915
H39 -1.463 -2.313 -0.127  0.0898

=====

[2]
Density functional theory data (wB97M-V/def2-TZVPD) for a structure of composition C3H5N3.

charge	0

Last column: natural (NBO) charge in e.
Cartesian coordinates (Å):
N1 0.312 -1.650 1.244  -0.6981
C1 0.085 -0.514 0.416  0.2707
N2 0.573 0.240 1.341  -0.1120
N3 0.141 1.874 -0.168  -0.6493
C2 -0.320 1.119 -1.116  0.1075
C3 -0.385 -0.278 -0.851  -0.5017
H1 1.121 -2.232 1.116  0.4025
H2 -0.288 -1.882 2.013  0.4091
H3 0.166 2.869 -0.389  0.3615
H4 -0.660 1.501 -2.089  0.1774
H5 -0.744 -1.046 -1.518  0.2324

=====

[3]
Density functional theory data (wB97M-V/def2-TZVPD) for an isolated molecule of C9H7ClO6S.

structure (SMILES)	O=C(O)c1cc(S(=O)(=O)Cl)cc2c1OCCO2
charge	0

Last column: natural (NBO) charge in e.
Cartesian coordinates (Å):
O1 3.036 -1.707 -0.790  -0.5864
C1 2.066 -1.738 -0.038  0.7702
O2 1.852 -2.795 0.805  -0.6621
C2 1.154 -0.593 -0.023  -0.2311
C3 1.655 0.631 -0.545  -0.1204
C4 0.806 1.728 -0.715  -0.3229
S1 1.446 3.217 -1.550  2.0241
O3 0.405 4.250 -1.437  -0.8752
O4 2.731 3.624 -0.927  -0.8568
Cl1 1.691 2.515 -3.507  -0.1924
C5 -0.520 1.675 -0.291  -0.1875
C6 -1.043 0.503 0.274  0.2157
C7 -0.199 -0.634 0.379  0.3566
O5 -0.689 -1.805 0.893  -0.4804
C8 -2.090 -1.973 0.906  -0.0963
C9 -2.770 -0.719 1.442  -0.0931
O6 -2.351 0.472 0.684  -0.4807
H1 2.513 -3.465 0.536  0.5010
H2 2.682 0.711 -0.931  0.2656
H3 -1.177 2.513 -0.462  0.2612
H4 -2.358 -2.832 1.493  0.2109
H5 -2.507 -2.148 -0.090  0.1809
H6 -2.467 -0.606 2.490  0.1879
H7 -3.867 -0.825 1.404  0.2110

=====

[4]
Density functional theory data (wB97M-V/def2-TZVPD) for a cluster of 2 separate species, C6H16 in total.

structure (SMILES)	CC(C)C.CC
charge	0

Last column: natural (NBO) charge in e.
Cartesian coordinates (Å):
C1 1.286 2.226 -0.694  -0.6234
C2 0.174 1.080 -0.718  -0.1979
C3 -0.801 1.336 -1.901  -0.6223
C4 1.011 -0.225 -1.104  -0.5921
H1 2.121 2.150 -1.458  0.2116
H2 1.897 2.121 0.160  0.2059
H3 0.792 3.272 -0.661  0.2054
H4 -0.316 0.878 0.100  0.1851
H5 -0.871 0.354 -2.514  0.1983
H6 -1.901 1.347 -1.669  0.2186
H7 -0.358 2.075 -2.494  0.2127
H8 0.417 -1.061 -0.750  0.2056
H9 1.053 -0.197 -2.188  0.1982
H10 1.961 -0.227 -0.778  0.1927
C5 -0.410 -2.190 2.783  -0.6079
C6 -1.244 -1.935 1.487  -0.6214
H11 -1.023 -2.579 3.611  0.2019
H12 0.450 -2.720 2.664  0.2002
H13 -0.051 -1.278 3.122  0.1960
H14 -0.628 -2.614 0.691  0.2160
H15 -1.298 -0.885 1.467  0.2087
H16 -2.339 -2.382 1.574  0.2080

=====

[5]
Density functional theory data (wB97M-V/def2-TZVPD) for a structure of composition C8H16N2O3.

charge	0

Last column: natural (NBO) charge in e.
Cartesian coordinates (Å):
C1 3.389 -0.879 -0.237  -0.3134
C2 1.933 -0.540 -0.754  0.6559
C3 -0.214 0.402 -0.285  -0.2225
C4 -0.560 1.838 -0.142  0.7923
C5 -1.142 -0.659 0.182  -0.2453
C6 -1.180 -0.966 1.643  -0.6293
C7 -2.696 -0.540 -0.267  -0.3841
C8 -3.352 -2.003 0.073  -0.6632
H1 4.841 0.665 0.498  0.3710
H2 3.940 -0.323 2.062  0.3885
H3 4.277 -0.973 -0.900  0.2408
H4 2.922 -1.839 0.355  0.2409
H5 1.418 0.747 0.956  0.4479
H6 -0.254 -0.137 -1.413  0.3193
H7 -0.851 -1.593 -0.289  0.2204
H8 -1.609 -1.996 1.690  0.2267
H9 -1.673 -0.033 2.299  0.2087
H10 -0.150 -1.023 2.229  0.2174
H11 -2.964 -0.209 -1.378  0.2253
H12 -3.290 0.278 0.471  0.1925
H13 -2.646 -2.880 -0.137  0.2132
H14 -4.241 -1.907 -0.714  0.2271
H15 -3.587 -1.793 1.201  0.2279
H16 -2.196 3.036 -0.568  0.5087
N1 3.704 0.106 0.833  -0.8860
N2 1.102 0.117 0.148  -0.6268
O1 1.265 -1.263 -1.591  -0.6567
O2 -0.298 2.588 0.770  -0.5948
O3 -1.548 2.238 -0.993  -0.7024

=====

[6]
Density functional theory data (wB97M-V/def2-TZVPD) for a structure of composition C37H50N2O2Si2Y.

charge	+1

Last column: Löwdin charge in e.
Cartesian coordinates (Å):
Y1 0.215 -0.628 1.040  1.6206
C1 3.641 -1.599 -2.708  -0.0572
C2 3.597 -1.679 -1.184  -0.3691
C3 4.784 -2.493 -0.668  -0.0572
C4 2.271 -2.222 -0.665  -0.1988
C5 1.111 -2.243 -1.445  -0.0280
C6 -0.074 -2.816 -0.994  -0.0405
C7 -0.152 -3.408 0.266  -0.3054
C8 -1.422 -4.021 0.791  -0.0146
C9 1.006 -3.392 1.049  -0.0956
C10 2.176 -2.784 0.616  -0.0660
H1 4.615 -1.230 -3.029  0.0917
H2 2.895 -0.921 -3.120  0.0616
H3 3.496 -2.588 -3.152  0.0999
H4 3.707 -0.659 -0.797  0.1184
H5 4.679 -3.548 -0.930  0.0985
H6 4.913 -2.420 0.412  0.0727
H7 5.703 -2.126 -1.124  0.0877
H8 1.117 -1.795 -2.428  0.1017
H9 -0.964 -2.740 -1.610  0.1089
H10 -1.861 -3.418 1.591  0.0704
H11 -1.228 -5.007 1.213  0.0965
H12 -2.168 -4.123 0.006  0.0931
H13 0.978 -3.861 2.022  0.1065
H14 3.042 -2.796 1.267  0.1188
C11 2.753 1.575 2.142  -0.1587
Si1 1.060 2.363 2.505  0.4413
C12 1.237 3.545 3.956  -0.1631
C13 0.564 3.395 1.015  -0.1397
C14 -0.089 0.923 2.775  -0.4946
C15 0.482 -0.027 3.779  -0.4252
C16 0.639 0.268 5.139  -0.0219
C17 1.158 -0.680 5.994  -0.0232
C18 1.528 -1.927 5.496  -0.0424
C19 1.357 -2.158 4.150  -0.1173
N1 0.849 -1.242 3.311  -0.0014
Si2 -1.924 1.082 3.077  0.4421
C20 -2.844 1.984 1.714  -0.1579
C21 -2.553 -0.710 3.074  -0.1627
C22 -2.376 1.925 4.696  -0.1615
H15 3.453 2.307 1.732  0.0451
H16 2.731 0.757 1.397  -0.0059
H17 3.207 1.142 3.037  0.0411
H18 1.942 4.339 3.695  0.0389
H19 1.607 3.073 4.868  0.0255
H20 0.281 4.022 4.185  0.0331
H21 1.132 4.330 1.026  0.0456
H22 -0.495 3.660 1.012  0.0273
H23 0.774 2.919 0.055  0.0119
H24 0.343 1.240 5.507  0.1068
H25 1.276 -0.456 7.047  0.1216
H26 1.939 -2.695 6.135  0.1126
H27 1.645 -3.107 3.719  0.0955
H28 -2.791 1.492 0.742  0.0153
H29 -2.501 3.010 1.566  0.0292
H30 -3.896 2.041 2.010  0.0423
H31 -2.321 -1.248 2.136  0.0009
H32 -3.644 -0.742 3.130  0.0477
H33 -2.157 -1.315 3.895  0.0399
H34 -1.965 2.938 4.727  0.0313
H35 -2.029 1.394 5.585  0.0261
H36 -3.463 2.012 4.775  0.0387
C23 -5.373 -0.285 -4.094  -0.0449
C24 -3.877 -0.433 -4.085  -0.2169
C25 -3.314 -1.695 -3.936  -0.0454
C26 -1.938 -1.874 -3.938  -0.0938
C27 -1.107 -0.777 -4.085  -0.0316
C28 -1.660 0.497 -4.202  -0.2084
N2 -0.782 1.609 -4.313  0.1033
C29 0.375 1.700 -3.559  -0.1905
C30 1.546 2.224 -4.114  0.0011
C31 2.722 2.263 -3.389  -0.0632
C32 2.786 1.704 -2.119  -0.0928
C33 1.634 1.165 -1.573  -0.0878
C34 0.407 1.223 -2.227  -0.0790
C35 -0.858 1.022 -1.435  -0.5491
O1 -1.772 1.802 -1.479  0.1293
O2 -0.812 -0.004 -0.609  -0.2122
C36 -3.045 0.688 -4.211  -0.1650
C37 -3.593 2.076 -4.350  -0.0263
H37 -5.859 -1.260 -4.093  0.0764
H38 -5.720 0.262 -4.972  0.0880
H39 -5.722 0.264 -3.215  0.0886
H40 -3.968 -2.555 -3.846  0.1094
H41 -1.518 -2.872 -3.878  0.1028
H42 -0.030 -0.888 -4.137  0.1111
H43 -0.903 2.244 -5.081  0.1489
H44 1.519 2.590 -5.134  0.1195
H45 3.608 2.694 -3.837  0.1126
H46 3.719 1.682 -1.570  0.1103
H47 1.742 0.699 -0.587  0.0609
H48 -2.978 2.768 -3.777  0.0779
H49 -4.615 2.145 -3.985  0.0737
H50 -3.600 2.410 -5.393  0.0946

=====

One value per record, in order, for relative energy (zero: lowest compared OMol25 entry of this formula, charge and spin): 0.077; 4.161; 0.000; 2.613; 7.883; 0.940 eV.
One value per record, in order, for LUMO energy: -3.94; 0.21; -0.55; 1.06; 0.24; -2.96 eV.